C46H58BCl5N4O2P2Ti | ωB97M-V/def2-TZVPD

Geometry as XYZ:
```
119
C46H58BCl5N4O2P2Ti ωB97M-V/def2-TZVPD
H 2.524 1.201 6.125
C 4.691 2.882 -1.642
H 0.707 -0.962 -4.158
H 1.273 -5.677 -0.765
H -1.594 -0.827 -4.498
C 0.707 -2.228 -2.408
C 5.920 2.309 -1.442
C 1.737 2.962 1.110
C -2.653 -0.633 -4.680
N -2.709 0.994 -0.443
P -3.023 -1.365 -2.001
H -5.135 -1.377 -5.253
C 1.807 1.580 1.000
H -5.699 -1.885 -3.667
C -3.208 -2.978 -4.244
H -5.559 -0.143 -0.406
H 1.115 -2.599 3.097
C -5.359 2.678 2.269
H -2.420 -1.526 2.944
H 2.270 3.568 -2.604
N 1.120 2.149 -1.692
H -4.678 -2.357 1.151
H -3.332 -3.077 -5.327
C -3.035 0.506 -1.781
Cl 5.226 4.060 2.697
H 1.044 2.651 3.380
O 2.516 -0.027 -1.283
H -0.657 -1.518 6.194
H -5.301 2.080 -1.068
C -4.821 -3.381 -1.367
H -6.005 3.106 3.024
C -4.995 -1.230 -4.176
C -1.425 -1.969 2.877
H -1.159 1.285 -3.903
H -1.260 1.493 5.868
C -4.960 2.090 -0.041
H -6.503 -1.623 -0.343
Ti 0.611 0.443 -0.387
C 2.038 0.537 5.403
P 0.107 0.182 3.445
C 1.116 -4.713 -1.231
C 3.926 3.120 2.078
H -3.562 -1.031 0.806
H 6.959 0.451 -1.112
H -0.911 2.602 -1.878
Cl 0.257 3.760 0.637
C -4.470 -1.947 -0.957
C -5.775 2.638 0.944
C 4.865 0.131 -1.244
H -1.543 -3.056 2.934
H 0.117 3.411 -3.085
H 1.085 -3.221 -4.262
C 0.951 2.589 4.458
H -5.379 -3.429 -2.303
H 1.872 2.987 4.891
H 4.921 -0.938 -1.084
H -1.014 -1.726 1.896
Cl 2.628 5.460 1.697
C 0.705 1.149 4.953
C 2.769 3.743 1.617
H -3.929 -4.004 -1.462
H 6.819 2.909 -1.444
H -6.740 3.043 0.670
H -2.068 -0.794 5.410
C -1.308 -1.572 5.322
H -2.332 0.900 -2.505
H -4.016 0.885 -2.063
O 0.360 -1.321 -0.230
B -1.508 0.838 0.396
H -3.855 -3.712 -3.770
C 0.632 -2.372 -1.018
H 0.117 2.020 6.829
C -3.287 1.659 1.649
C -1.469 1.101 3.117
H 0.751 -3.699 0.640
H 2.723 0.391 4.564
H -5.263 -0.195 -3.951
H -1.823 -2.538 5.363
C 0.678 -2.450 4.087
C -0.520 -1.493 4.015
C 3.517 2.111 -1.592
H -6.153 -0.876 -1.896
H 1.468 -2.092 4.746
N -0.034 0.088 -2.573
C 4.015 1.731 2.052
H 1.445 -5.443 -3.230
C 0.457 -0.965 -3.092
H -1.361 2.111 3.520
H -2.255 0.624 3.710
H 1.891 -0.427 5.894
C -0.029 2.492 -2.512
C 3.578 0.706 -1.372
H 0.580 1.288 -4.206
C -5.736 -1.090 -0.916
H -5.452 -3.820 -0.588
H -2.858 0.427 -4.523
H -2.850 -0.847 -5.735
C -3.541 -1.537 -3.821
C -0.184 1.279 -3.423
C 0.825 -3.616 -0.437
Cl 5.417 0.946 2.668
N -1.982 1.171 1.743
H -3.058 -2.698 0.517
C 2.960 0.992 1.522
Cl 3.083 -0.739 1.554
C -3.722 1.582 0.322
C 5.991 0.916 -1.254
H 0.343 -3.423 4.462
C 1.213 -4.585 -2.614
C 2.257 2.673 -1.973
C -4.109 2.189 2.636
C 1.012 -3.343 -3.187
H -3.783 2.258 3.664
H -2.175 -3.233 -3.992
H 0.136 3.253 4.751
C -0.240 1.232 6.157
C -3.901 -2.008 0.463
H 4.607 3.950 -1.818
H -0.271 0.309 6.731
```

Computed properties:
E_HOMO = -0.276 Eh
total energy = -6015.2767 hartree
LUMO energy = -0.57 eV
frontier orbital gap = 0.255 hartree

Löwdin atomic charge list, values in e, 2 entries:
1. H 0.087
2. C -0.043

---

C46H58BF2O8ReS | ωB97M-V/def2-TZVPD

Geometry as XYZ:
```
117
C46H58BF2O8ReS ωB97M-V/def2-TZVPD
H 0.695 2.768 4.305
H -2.692 -4.027 0.536
C 2.115 2.850 -1.485
H 3.604 2.263 6.669
H -6.616 0.310 -3.835
C 2.830 1.329 3.410
C 1.984 5.385 -3.432
H 3.235 4.232 5.233
C -1.606 -6.774 0.802
H 0.321 0.008 -4.967
H 2.634 -3.109 2.594
C -1.436 -2.353 0.880
H -5.887 -1.240 -3.377
H 4.348 3.654 3.963
O 0.002 -0.548 1.397
H -1.040 -7.674 3.270
C -1.779 -3.688 1.035
C -3.245 -0.296 -3.362
C -2.354 -1.416 0.118
C -0.583 -6.711 3.045
H 1.144 -1.134 -3.882
H 1.763 -2.559 -1.047
H -4.285 -0.928 -1.598
C -4.366 1.788 -3.883
H 4.352 0.408 -0.684
C -2.182 -1.161 -1.360
C 3.649 1.659 5.745
H -2.913 -5.270 3.632
H 2.208 4.926 -4.391
C 0.498 -0.241 -3.925
O -0.264 3.355 1.256
H -0.343 4.852 -0.916
H -3.253 -6.944 3.011
H 4.811 -2.801 1.544
C 0.816 4.673 -2.718
O 0.210 -1.260 -1.301
H -2.315 -6.310 0.101
H 1.714 6.438 -3.628
H 3.666 2.646 1.983
H 0.887 -2.823 -2.554
H 2.503 3.586 -0.795
C -1.516 -5.965 2.086
H 2.006 -0.313 4.537
H -0.130 2.328 -3.886
C 0.731 2.148 -3.245
H 5.311 -2.277 -0.072
C 1.206 0.889 -3.224
C 2.379 -0.040 3.569
H 4.340 2.121 -0.205
H -1.280 4.324 -3.132
C 3.127 0.788 1.030
C -0.969 -1.030 -2.002
H 5.316 -1.125 1.278
O -2.117 3.424 -0.381
H 4.708 1.594 5.413
O 3.034 -0.483 -2.546
H -3.617 -5.519 2.025
C 2.381 0.570 -2.422
C 1.244 3.231 -2.452
H 2.921 5.377 -2.820
H 1.353 5.341 -0.681
C 3.727 1.218 -0.308
H 0.205 6.412 -1.560
H 0.831 -4.637 2.955
C -2.908 -5.919 2.740
C 2.784 2.259 4.609
C -5.765 -0.160 -3.341
H -0.700 5.835 -3.819
C 3.294 3.663 4.306
H 0.408 -6.887 2.581
H 0.160 -3.322 -1.018
C -0.255 -1.858 1.508
C 0.503 5.372 -1.371
H 0.988 1.362 5.368
H -3.505 2.146 -4.496
F -1.702 3.317 3.450
H -4.173 2.038 -2.830
H -3.387 -1.787 0.285
H -5.823 0.185 -2.309
O -2.193 1.913 1.612
H -1.900 -7.807 0.991
H -3.753 0.178 -6.107
C 2.390 -0.971 2.591
Re 1.259 0.322 0.139
C 0.578 -2.760 2.189
C -0.838 -0.531 -3.296
H -5.498 0.412 -5.918
H 3.282 0.652 6.016
C 2.790 -0.629 1.215
H -5.305 2.273 -4.192
H 2.662 4.161 3.555
C -4.485 0.300 -4.043
O 3.450 -1.642 0.476
H -0.627 -6.822 0.316
O -0.710 1.473 -0.338
H -2.298 -0.437 0.606
C 0.787 -2.583 -1.492
C -0.443 4.795 -3.624
H -4.770 -1.178 -5.629
B -2.074 2.154 2.934
C 1.344 2.361 5.097
C -2.011 -0.185 -3.963
C -1.024 -4.562 1.835
C 4.781 -1.973 0.827
H 1.310 3.001 5.998
C 2.615 1.505 -1.344
H -0.483 -6.185 4.001
C -3.310 -0.804 -2.073
C -4.636 -0.093 -5.515
H -0.277 4.292 -4.576
H 1.748 -2.468 3.972
S -1.244 2.642 0.446
H -1.952 0.254 -4.955
C 1.893 -2.365 2.878
F -2.410 1.205 3.817
C 0.154 -4.062 2.352
C 3.264 1.683 2.188
```

Computed properties:
E_HOMO (spin up / spin down) = -0.170 / -0.173 Eh
charge = -1
total energy = -3090.8591 hartree
LUMO energy (spin up / spin down) = 2.37 / 2.37 eV
frontier orbital gap (spin up / spin down) = 0.257 / 0.260 hartree
2S+1 = 4

Löwdin atomic charge list, values in e, 2 entries:
1. H 0.090
2. H 0.120

---

C46H58F5N9O6P2ReTe | ωB97M-V/def2-TZVPD

Geometry as XYZ:
```
128
C46H58F5N9O6P2ReTe ωB97M-V/def2-TZVPD
H -3.444 -4.475 3.049
H -0.257 6.336 -1.636
C 2.525 -0.741 -0.611
C -3.520 1.779 -5.440
H 2.234 1.913 -4.781
H 6.145 -3.577 0.029
H 2.699 0.120 -6.253
C 2.559 0.418 3.438
H 0.847 -0.850 -2.570
C 0.768 -0.570 -3.614
C 1.359 1.307 -5.017
H -2.761 -5.781 7.066
N 6.541 -0.521 4.211
C 1.623 0.871 2.585
H -0.091 5.980 -4.036
H 0.348 -4.719 -1.342
H -1.592 2.764 -5.479
C -3.062 -4.286 4.046
H -5.140 2.146 -3.998
H -4.344 -1.848 0.567
C 0.962 -2.714 2.505
C 1.981 -0.933 -4.455
C -2.215 2.596 1.104
H -0.814 3.750 -1.041
C -4.513 0.285 3.662
C 1.798 -0.009 -5.658
H 0.708 1.886 -5.669
C 1.645 0.312 -0.407
H 1.009 -0.400 -6.305
H 1.761 -3.315 2.065
C -2.687 -5.015 6.306
C -2.013 1.793 -5.188
H -6.121 1.597 4.201
Re -0.321 0.192 0.359
H -4.511 -2.663 -1.003
H 1.109 5.240 -1.329
C -2.945 1.431 0.468
C 2.130 1.554 -0.816
H 2.904 -0.686 -3.925
H 0.659 3.901 -4.890
H 3.191 -1.641 5.300
C 5.432 -1.939 2.855
C -2.490 -3.053 4.348
H -1.655 4.526 -2.404
C -2.015 -2.803 5.631
H -3.876 0.753 -5.561
N -0.826 2.196 1.440
P -1.326 -1.640 -0.932
C 4.152 0.636 -1.680
H 4.243 -3.239 1.573
H -0.115 -1.054 -4.041
H 1.467 1.886 2.266
H 3.096 -2.867 4.006
H -1.577 -1.841 5.872
H 8.310 -2.494 0.410
H 1.994 -1.988 -4.724
C 3.758 -0.610 -1.212
H -3.113 2.426 -2.190
H -2.772 2.881 1.997
C -3.942 -1.928 -0.438
C -4.236 2.296 4.957
H 8.663 -0.979 2.354
H -3.999 -0.952 -0.914
H -2.235 3.421 0.399
H -3.623 -6.216 4.794
F 4.553 -1.661 -1.366
F 1.422 2.662 -0.526
H -2.560 -1.096 -4.157
N 0.008 3.304 -2.933
C 0.698 5.524 -3.436
C -0.033 -3.980 -0.645
H 1.936 3.765 -3.678
H 0.104 -2.760 1.847
O -0.713 1.280 -1.507
N -1.899 1.585 -3.736
C -4.090 2.384 -4.154
H 1.611 6.101 -3.570
Te -2.382 -1.657 2.764
C -3.147 0.039 3.762
H -3.597 0.829 -2.717
C -3.168 -5.263 5.028
C 1.399 -1.306 2.667
O -1.840 -1.003 -2.267
H -0.192 2.955 1.205
C -2.110 -3.787 6.605
C 6.267 -2.943 0.897
C 7.508 -2.317 1.114
C -0.675 4.229 -2.009
N 4.666 -1.527 3.910
C -2.453 -1.780 -3.320
H -3.434 -2.138 -3.016
H -2.237 2.737 5.602
F 3.707 2.939 -1.875
C 6.650 -1.294 3.066
H -1.488 1.011 -5.741
C 3.319 -1.829 4.236
F 2.168 -1.972 -0.192
C -3.202 1.787 -3.066
O -2.345 0.268 0.735
H -0.874 -4.399 -0.093
O -2.578 -2.408 -0.342
H 0.761 -3.675 0.026
N 0.883 -0.209 2.105
H -4.665 3.174 5.423
H -0.756 2.013 2.438
H -1.260 0.724 4.544
O -3.942 1.570 -0.174
N 5.378 -0.660 4.696
C -5.056 1.412 4.267
H 3.320 0.926 4.007
C 3.333 1.732 -1.464
H -3.785 2.343 -6.331
H 0.690 -3.146 3.470
F 5.295 0.776 -2.323
N 0.684 0.900 -3.753
N 2.404 -0.953 3.482
H -1.820 -2.621 -3.593
O -0.463 -2.862 -1.448
C -2.323 0.924 4.453
H -3.988 3.472 -4.179
P -0.473 1.731 -2.937
H -1.727 -3.597 7.600
C 0.898 4.061 -3.840
C -2.872 2.054 5.050
C 7.719 -1.481 2.187
C 5.201 -2.765 1.754
C 0.251 5.436 -1.976
H -5.151 -0.403 3.123
```

Computed properties:
E_HOMO (spin up / spin down) = -0.458 / -0.458 Eh
charge = +2
total energy = -4259.8473 hartree
LUMO energy (spin up / spin down) = -7.31 / -7.17 eV
frontier orbital gap (spin up / spin down) = 0.190 / 0.194 hartree
2S+1 = 2

Löwdin atomic charge list, values in e, 2 entries:
1. H 0.089
2. H 0.120

---

C46H58N10O4W | ωB97M-V/def2-TZVPD

Geometry as XYZ:
```
119
C46H58N10O4W ωB97M-V/def2-TZVPD
C -0.717 4.080 7.226
N -1.349 1.417 -1.578
C 4.741 3.099 1.764
H -0.368 -4.767 2.235
H 3.759 1.864 0.340
C 1.445 -5.418 0.682
C 2.144 0.443 1.734
C -2.667 0.562 2.898
H -0.385 5.993 2.986
H -1.227 2.488 0.177
N 3.558 3.956 1.835
C 3.519 5.244 1.546
N -2.381 4.779 -0.552
H 1.058 -2.924 2.963
H -3.074 4.502 -3.121
C 4.014 -2.330 -2.387
C 2.214 1.648 -4.234
H 2.345 0.983 -5.090
H 3.052 -4.307 -4.015
C -2.163 3.662 -1.359
H -0.644 -2.556 3.264
C -4.055 -0.225 1.114
H 5.462 3.529 1.067
H -2.426 -4.049 -5.944
H 2.657 3.482 1.968
H -2.594 2.652 5.859
C 2.807 -4.907 -1.209
O 1.325 2.705 1.682
H 3.598 -5.180 -1.897
H 1.933 -1.918 -2.499
H 3.209 1.923 -3.881
H 5.209 1.157 1.019
H 1.236 3.528 -3.738
H 0.235 5.805 5.352
N -3.032 -1.050 -0.856
C -2.888 -0.458 0.374
H -0.392 5.041 7.622
C -2.585 3.639 -2.686
C -2.082 -2.017 -2.683
H -1.612 0.489 -3.413
H 0.410 2.595 -4.994
C -0.313 -3.889 1.586
H 0.180 -1.792 1.911
N 2.345 5.831 1.329
H 2.281 6.828 1.211
H -2.733 2.427 -4.451
H 2.953 -0.366 0.025
H 3.217 1.602 3.150
C -1.116 -2.896 -4.700
O 0.453 -2.169 -0.601
H 4.222 -1.944 -1.386
C 0.758 -4.215 0.562
C 1.312 1.591 1.173
H -1.701 -2.912 0.220
H 0.104 3.373 7.357
C -1.103 4.192 5.777
H 5.218 3.021 2.744
H -2.569 0.935 3.909
C 2.151 -3.691 -1.381
H -0.262 -3.011 -5.354
H 4.711 -3.150 -2.564
C -1.789 4.378 3.064
W -0.160 -0.420 -0.681
H 4.020 0.116 2.711
C -2.328 -3.480 -5.029
H 1.167 -6.091 1.484
H -0.570 0.618 2.588
C 3.460 0.958 2.302
C 1.385 2.884 -4.604
H -1.552 3.729 7.831
C 2.563 -2.799 -2.528
N 1.057 0.256 -2.362
C -2.397 2.487 -3.425
O -0.543 5.566 0.638
H 2.971 -6.719 -0.077
H 1.560 0.023 2.559
N 2.217 -0.575 0.694
C 1.128 -3.361 -0.485
C 0.099 -2.719 2.481
H 2.408 -1.498 1.072
C -2.081 3.368 5.227
C 2.461 -5.772 -0.190
H 5.504 5.605 1.844
H -2.031 -4.623 0.487
H 4.243 -1.549 -3.116
H 1.341 -3.900 -3.952
H -2.501 5.642 -1.062
H -2.428 -3.443 1.740
H -0.030 -1.739 -3.271
C -1.607 4.974 0.648
C -0.501 5.124 4.940
H -5.015 -0.468 0.679
N -2.212 4.416 1.708
C -1.591 -0.181 0.854
C 4.313 1.721 1.276
C -3.412 -3.346 -4.171
C -1.557 2.518 -0.849
H -4.356 -3.814 -4.413
H -4.818 0.447 2.994
H 1.911 3.447 -5.372
C -0.988 -2.169 -3.525
C -3.938 0.282 2.387
N -1.942 -1.253 -1.468
O 0.661 1.320 0.093
C 1.575 0.873 -3.178
H -3.117 4.014 1.518
C -3.297 -2.622 -2.998
H 4.615 6.940 1.243
H -3.194 2.816 3.481
C -1.778 1.395 -2.846
C -1.700 -3.703 0.970
C -0.835 5.231 3.598
C 2.347 -3.486 -3.878
C -1.523 0.363 2.141
H -4.135 -2.525 -2.326
H 1.482 5.300 1.242
H 2.499 -2.785 -4.703
N 4.650 5.957 1.449
C -2.421 3.456 3.889
```

Computed properties:
E_HOMO (spin up / spin down) = -0.432 / -0.461 Eh
charge = +2
total energy = -2702.9561 hartree
LUMO energy (spin up / spin down) = -5.50 / -5.81 eV
frontier orbital gap (spin up / spin down) = 0.230 / 0.247 hartree
2S+1 = 3

Löwdin atomic charge list, values in e, 2 entries:
1. C -0.041
2. N -0.039